{
  "formula": "C12H32F2NO18S6V",
  "method": "ωB97M-V with the def2-TZVPD basis set",
  "species": ["O", "V", "O", "N", "S", "O", "O", "F", "S", "O", "O", "F", "O", "S", "O", "O", "C", "C", "C", "H", "H", "H", "H", "H", "H", "H", "H", "O", "S", "O", "O", "C", "C", "C", "H", "H", "H", "H", "H", "H", "H", "H", "O", "S", "O", "O", "C", "C", "C", "H", "H", "H", "H", "H", "H", "H", "H", "O", "S", "O", "O", "C", "C", "C", "H", "H", "H", "H", "H", "H", "H", "H"],
  "coordinates": [[-0.943479, -0.280392, -1.976318], [-0.207779, -0.924598, -0.763777], [-1.245688, -0.897724, 0.412765], [0.085205, -2.878594, -1.359769], [-0.973891, -3.687841, -2.370326], [-1.117796, -5.076877, -2.222330], [-0.845971, -3.164385, -3.677563], [-2.298484, -3.140906, -1.744686], [1.067703, -4.032051, -0.895608], [1.766454, -4.650328, -1.971697], [0.583970, -4.852689, 0.146345], [2.157959, -3.106945, -0.202058], [-2.097916, 0.136252, 3.556205], [-1.997165, -1.047199, 4.346050], [-2.050908, -0.941946, 5.764245], [-3.101817, -2.097479, 3.901953], [-3.477209, -2.185372, 2.503535], [-3.583397, -3.573169, 1.899027], [-0.542552, -1.994122, 3.911687], [-2.881870, -1.530770, 1.879510], [-4.507782, -1.822233, 2.486395], [-3.752297, -4.367891, 2.630559], [-2.653516, -3.846249, 1.397436], [-4.449177, -3.632549, 1.244187], [-0.839413, -3.034418, 3.928239], [0.288373, -1.753172, 4.572906], [-0.199597, -1.587511, 2.960424], [3.066638, -0.715100, 2.668526], [2.241610, 0.012373, 1.775318], [1.323478, -0.639263, 0.897038], [1.289469, 0.930037, 2.641203], [1.850697, 1.529092, 3.853662], [1.111894, 2.822978, 4.063788], [3.132937, 1.261497, 0.876861], [2.910452, 1.702534, 3.672550], [1.687559, 0.803273, 4.645457], [1.495737, 3.637854, 3.444647], [1.153669, 3.189849, 5.088853], [0.062117, 2.721503, 3.786403], [3.858556, 1.716448, 1.542327], [2.360141, 1.925553, 0.498401], [3.602564, 0.704079, 0.068608], [4.052370, -0.373309, -1.719752], [3.071459, -0.400839, -2.746178], [1.702887, -0.025857, -2.520967], [3.624664, 0.544772, -3.893434], [2.701268, 1.353764, -4.623867], [3.460737, 2.302306, -5.537848], [3.108917, -1.939954, -3.599499], [2.046467, 1.942815, -3.976216], [1.966971, 0.764613, -5.182321], [4.343813, 1.748747, -5.866579], [3.772473, 3.222146, -5.053154], [2.861111, 2.496913, -6.424501], [2.380715, -2.591469, -3.119639], [4.114358, -2.266867, -3.829373], [2.600876, -1.744142, -4.549793], [-0.184531, 1.541074, -0.188908], [-1.194475, 2.544905, -0.289144], [-1.067459, 3.624010, -1.209350], [-2.545884, 1.776136, -0.560467], [-3.415722, 2.179221, -1.634420], [-4.160640, 3.463261, -1.312773], [-1.607288, 3.167635, 1.313439], [-4.148858, 1.382323, -1.737492], [-2.868428, 2.282708, -2.569051], [-3.447542, 4.286919, -1.258550], [-4.772176, 3.397944, -0.414273], [-4.820074, 3.761498, -2.131083], [-0.750503, 3.752843, 1.654051], [-1.737975, 2.307410, 1.966559], [-2.417006, 3.866932, 1.133604]],
  "forces_ev_per_a": [[-0.3, -0.5, -0.3], [0.0, 1.5, 1.0], [-0.2, -0.7, -0.4], [-1.0, -0.8, -0.8], [-1.6, 1.4, -1.4], [0.7, -0.9, 0.8], [0.0, 0.5, 0.0], [0.0, 0.5, -0.1], [3.0, -1.3, 1.8], [-0.3, 0.4, -0.3], [-0.5, 0.1, 0.4], [-0.4, 0.2, -0.3], [0.0, 0.4, -0.4], [0.6, -1.0, 0.0], [-0.4, -0.1, 0.2], [0.2, -0.1, 0.1], [-1.7, 0.3, -0.4], [0.9, -0.7, 0.7], [0.3, 1.2, -0.3], [0.3, 0.1, 0.1], [0.2, 0.5, 0.1], [0.0, 0.3, 0.3], [-0.2, -0.1, -0.3], [0.2, 0.2, -0.3], [0.3, -0.1, -0.1], [-0.3, -0.2, 0.5], [-0.3, -0.6, -0.4], [0.4, -0.7, -0.2], [-0.2, 2.2, 1.0], [-0.1, -0.8, -1.2], [-0.1, -0.1, 0.0], [-0.2, 0.0, -0.5], [-0.4, 0.7, -0.1], [-0.3, -1.2, -0.1], [0.1, -0.1, 0.4], [0.2, 0.1, 0.1], [0.2, -0.2, -0.1], [0.1, -0.3, 0.1], [0.0, -0.3, 0.2], [0.0, 0.1, 0.0], [0.1, 0.1, 0.0], [0.3, 0.3, -0.1], [0.0, 0.0, 0.6], [0.6, -0.2, -1.6], [-0.2, -0.3, 0.9], [0.1, 0.3, 0.4], [-1.4, 1.2, -0.5], [0.4, -1.1, -0.1], [-1.3, 0.5, -0.7], [0.4, -0.2, 0.5], [0.5, -0.5, -0.1], [0.1, 0.3, -0.2], [0.0, 0.0, 0.0], [0.0, 0.3, 0.1], [0.7, -0.5, 0.4], [0.1, -0.3, 0.5], [0.2, 0.2, 0.0], [1.1, -0.2, 0.2], [-1.7, -0.1, 0.4], [0.5, 0.2, -0.3], [0.1, -0.2, -0.1], [-0.9, 0.5, -0.3], [0.3, 0.5, -0.3], [1.3, 0.2, -0.4], [0.3, -0.3, 0.1], [0.2, -0.1, 0.1], [-0.1, 0.0, 0.4], [0.2, -0.1, 0.1], [-0.1, -0.4, -0.1], [0.1, -0.1, 0.0], [-0.5, 0.1, 0.1], [-0.4, -0.3, 0.3]],
  "spin_multiplicity": 1,
  "orbital_gap_ev": 9.9071,
  "total_charge": 0,
  "de_lowest_kj_mol": 0.00,
  "homo_energy_ev": -10.74
}



{
  "formula": "C2H7N3O2",
  "method": "ωB97M-V with the def2-TZVPD basis set",
  "species": ["H", "N", "C", "C", "H", "H", "H", "H", "O", "N", "N", "O", "H", "H"],
  "coordinates": [[0.698846, -0.385922, -1.332520], [0.314707, 0.216946, -0.644687], [1.102898, 0.692407, 0.213579], [2.511133, 0.279824, 0.512662], [0.684158, 1.347559, 0.952797], [2.802098, -0.690248, -0.128233], [3.296129, 0.942296, 0.364039], [2.619970, 0.054307, 1.604579], [-2.338612, 0.081689, -1.196022], [-1.899453, 0.406984, 0.049763], [-1.964680, -0.384640, 0.937392], [-2.510570, -1.633818, 0.687663], [-2.663419, 0.755813, -1.788885], [-2.653204, -1.683197, -0.232128]],
  "forces_ev_per_a": [[1.0, -0.9, -0.5], [0.4, 1.2, -0.1], [0.5, -0.9, 0.0], [-0.1, -3.8, -0.3], [-0.5, 0.6, 0.3], [-0.7, 2.0, 1.5], [1.1, 1.8, -0.7], [-0.4, -0.2, -0.8], [-0.8, -3.5, -0.5], [-0.4, 4.3, -0.5], [-0.7, -1.6, 1.1], [0.5, -0.2, 1.7], [0.4, 1.3, 0.8], [-0.5, -0.1, -2.2]],
  "spin_multiplicity": 1,
  "orbital_gap_ev": 9.9295,
  "total_charge": 0,
  "de_lowest_kj_mol": 624.92,
  "smiles": "[H]/N=C\\C.O/N=N\\O",
  "homo_energy_ev": -9.18
}



{
  "formula": "C3H4ClNO",
  "method": "ωB97M-V with the def2-TZVPD basis set",
  "species": ["O", "C", "N", "C", "C", "Cl", "H", "H", "H", "H"],
  "coordinates": [[-1.296719, -1.280623, 0.665904], [-1.668098, -0.532514, -0.200790], [-1.274613, 0.787145, -0.440269], [-0.150179, 1.443061, 0.182658], [1.038043, 0.900093, 0.360221], [1.589877, -0.614769, -0.243233], [-2.429612, -0.824025, -0.960751], [-2.007248, 1.393318, -0.832121], [-0.390543, 2.378460, 0.662361], [1.776943, 1.374448, 0.967586]],
  "forces_ev_per_a": [[0.3, 0.5, -0.4], [-0.5, 0.3, -0.3], [0.6, 0.4, 0.3], [-1.7, -1.0, -0.1], [0.3, -0.3, 0.0], [-0.2, 0.1, -0.1], [0.1, 0.0, 0.4], [0.8, -0.6, 0.1], [0.2, 0.2, -0.1], [0.2, 0.4, 0.1]],
  "spin_multiplicity": 1,
  "orbital_gap_ev": 9.9794,
  "total_charge": 0,
  "de_lowest_kj_mol": 60.55,
  "smiles": "O=CN/C=C\\Cl",
  "homo_energy_ev": -9.27
}



{
  "formula": "Cl3OP2",
  "method": "ωB97M-V with the def2-TZVPD basis set",
  "species": ["O", "P", "P", "Cl", "Cl", "Cl"],
  "coordinates": [[0.278298, -0.485883, 0.440097], [1.783747, -0.728037, 0.664840], [-0.951138, 0.208842, -0.600631], [2.773506, 0.188439, -0.750906], [-2.574193, -0.890702, -0.299761], [-1.310220, 1.707342, 0.546361]],
  "forces_ev_per_a": [[-3.7, 0.5, -2.0], [2.2, -0.9, 1.3], [1.0, -1.5, 1.7], [0.5, 0.5, -0.9], [0.4, -0.3, -0.4], [-0.3, 1.7, 0.3]],
  "spin_multiplicity": 3,
  "orbital_gap_ev": [7.8408, 5.2723],
  "total_charge": 1,
  "homo_energy_ev": [-12.59, -15.24]
}



| no. | F_max (eV/Å) |
| --- | --- |
| 1 | 3.70 |
| 2 | 4.33 |
| 3 | 2.01 |
| 4 | 4.25 |